{"formula": "C42H37BrN9O6PSeZr", "method": "ωB97M-V/def2-TZVPD", "species": ["Zr", "C", "C", "C", "C", "C", "C", "N", "N", "C", "C", "C", "C", "C", "C", "H", "H", "H", "H", "H", "H", "H", "H", "H", "C", "C", "C", "C", "C", "C", "P", "C", "C", "C", "C", "C", "C", "C", "C", "C", "C", "C", "C", "H", "H", "H", "H", "H", "H", "H", "H", "H", "H", "H", "H", "H", "H", "N", "N", "C", "N", "N", "N", "O", "O", "H", "H", "H", "H", "H", "Br", "C", "C", "C", "C", "C", "N", "H", "H", "H", "H", "N", "C", "C", "C", "C", "C", "C", "H", "H", "H", "H", "H", "O", "Se", "O", "O", "O"], "coordinates": [[-1.89, 0.22, -0.87], [-1.72, 5.75, 1.96], [-2.62, 4.90, 2.58], [-2.82, 3.59, 2.15], [-2.11, 3.08, 1.05], [-1.19, 3.95, 0.42], [-1.00, 5.25, 0.87], [-2.23, 1.80, 0.60], [-3.32, 1.13, 1.25], [-3.30, -0.02, 1.81], [-4.50, -0.56, 2.44], [-4.91, -1.83, 2.31], [-4.38, -2.92, 1.52], [-3.33, -2.85, 0.66], [-2.15, -1.96, 0.59], [-1.56, 6.76, 2.31], [-3.19, 5.25, 3.43], [-3.51, 2.95, 2.67], [-0.62, 3.60, -0.43], [-0.29, 5.88, 0.35], [-5.15, 0.19, 2.87], [-5.86, -2.06, 2.79], [-5.04, -3.78, 1.39], [-3.25, -3.65, -0.07], [6.59, -1.75, -0.87], [5.66, -2.72, -1.25], [4.35, -2.65, -0.80], [3.94, -1.62, 0.03], [4.87, -0.65, 0.39], [6.19, -0.72, -0.05], [2.21, -1.38, 0.66], [2.25, -2.46, 2.15], [1.03, -2.80, 2.73], [0.99, -3.51, 3.92], [2.17, -3.89, 4.55], [3.39, -3.56, 3.97], [3.43, -2.85, 2.78], [1.21, -2.40, -0.47], [1.23, -3.79, -0.38], [0.44, -4.59, -1.19], [-0.38, -3.98, -2.13], [-0.42, -2.60, -2.24], [0.34, -1.78, -1.40], [7.61, -1.80, -1.23], [5.96, -3.53, -1.91], [3.64, -3.40, -1.12], [4.55, 0.19, 1.01], [6.89, 0.05, 0.24], [0.10, -2.50, 2.25], [0.03, -3.75, 4.35], [2.13, -4.45, 5.48], [4.31, -3.87, 4.45], [4.39, -2.61, 2.34], [1.86, -4.26, 0.37], [0.47, -5.66, -1.08], [-1.01, -4.58, -2.78], [-1.08, -2.13, -2.95], [0.85, 1.70, 1.06], [0.42, 1.47, 2.37], [-0.59, 0.53, 2.58], [-1.08, 0.40, 3.78], [-0.92, -0.24, 1.52], [-2.12, -0.98, 1.79], [-3.10, -1.25, -0.40], [-2.07, -1.77, 2.94], [1.58, 1.06, 0.78], [1.12, 2.67, 0.97], [1.14, 1.40, 3.07], [-0.75, 1.14, 4.40], [-1.78, -1.06, 3.62], [-0.15, 1.07, -4.68], [-1.21, 2.44, -3.92], [-1.49, 3.51, -4.77], [-2.31, 4.51, -4.31], [-2.83, 4.40, -3.03], [-2.49, 3.31, -2.27], [-1.65, 2.34, -2.68], [-1.08, 3.51, -5.77], [-2.56, 5.35, -4.94], [-3.51, 5.14, -2.62], [-2.91, 3.16, -1.29], [0.19, -0.37, -1.48], [1.32, 0.32, -1.87], [2.43, -0.31, -2.46], [3.55, 0.42, -2.85], [3.61, 1.79, -2.70], [2.50, 2.43, -2.15], [1.39, 1.72, -1.74], [2.42, -1.38, -2.62], [4.39, -0.12, -3.29], [4.48, 2.35, -3.01], [2.50, 3.51, -2.03], [0.55, 2.24, -1.32], [-3.99, 1.27, -4.28], [-3.92, 0.18, -3.10], [-5.02, -0.98, -3.19], [-3.89, 0.93, -1.59], [-2.36, -0.44, -2.96]], "molar_mass_g_mol": 1044.9, "de_lowest_kcal_mol": 61.7, "orbital_gap_ha": 0.217, "total_charge": -2, "lumo_ev": 4.0}



{"formula": "C42H37Cl2N4O5P2Ti", "method": "ωB97M-V/def2-TZVPD", "species": ["Ti", "Cl", "C", "C", "C", "N", "C", "O", "C", "C", "C", "C", "C", "N", "C", "C", "C", "Cl", "N", "C", "O", "C", "C", "C", "C", "C", "N", "H", "H", "H", "H", "H", "H", "H", "H", "H", "H", "C", "P", "C", "C", "C", "C", "C", "C", "C", "P", "C", "C", "H", "H", "H", "H", "H", "H", "H", "H", "H", "H", "H", "H", "H", "H", "H", "H", "O", "C", "C", "O", "O", "C", "C", "C", "C", "C", "C", "C", "C", "C", "C", "C", "C", "H", "H", "H", "H", "H", "H", "H", "H", "H", "H", "H"], "coordinates": [[0.28, 0.22, 0.18], [-5.87, 3.12, 0.79], [-4.18, 2.79, 1.02], [-3.68, 1.56, 0.62], [-2.33, 1.25, 0.78], [-1.73, 0.02, 0.47], [-2.52, -0.91, -0.18], [-3.21, -0.69, -1.16], [-2.53, -2.31, 0.40], [-3.26, -3.30, -0.25], [-3.34, -4.55, 0.33], [-2.69, -4.77, 1.54], [-1.98, -3.73, 2.11], [-1.90, -2.52, 1.56], [-1.49, 2.22, 1.36], [-2.00, 3.44, 1.76], [-3.35, 3.75, 1.59], [-3.93, 5.30, 2.09], [-0.12, 1.91, 1.55], [0.74, 2.78, 0.99], [1.90, 2.99, 1.36], [0.32, 3.21, -0.40], [0.31, 4.46, -0.97], [-0.17, 4.58, -2.26], [-0.59, 3.45, -2.95], [-0.48, 2.22, -2.33], [-0.04, 2.11, -1.08], [-4.36, 0.86, 0.16], [-3.74, -3.06, -1.19], [-3.90, -5.34, -0.15], [-2.73, -5.73, 2.03], [-1.45, -3.86, 3.04], [-1.35, 4.17, 2.22], [0.65, 5.32, -0.40], [-0.23, 5.55, -2.74], [-0.97, 3.52, -3.96], [-0.74, 1.29, -2.83], [2.16, 0.34, 3.49], [0.85, -0.64, 2.66], [-0.58, -0.40, 3.76], [1.34, -2.37, 2.98], [1.68, -2.80, 4.26], [2.05, -4.11, 4.49], [2.08, -5.01, 3.43], [1.75, -4.60, 2.16], [1.37, -3.27, 1.91], [0.97, -2.66, 0.23], [2.55, -3.00, -0.62], [0.00, -4.03, -0.49], [2.17, 0.18, 4.57], [1.98, 1.39, 3.27], [3.13, 0.06, 3.08], [-0.37, -0.78, 4.77], [-1.43, -0.91, 3.32], [-0.79, 0.67, 3.81], [1.66, -2.10, 5.09], [2.31, -4.44, 5.49], [2.37, -6.04, 3.61], [1.78, -5.31, 1.34], [2.78, -4.06, -0.59], [3.37, -2.45, -0.15], [2.48, -2.68, -1.67], [0.54, -4.97, -0.46], [-0.19, -3.78, -1.54], [-0.96, -4.15, 0.01], [2.39, 0.72, -0.01], [2.98, 0.64, -1.32], [1.96, -0.15, -2.20], [2.27, -0.44, -3.34], [0.84, -0.42, -1.63], [4.33, -0.07, -1.22], [5.05, -0.36, -2.37], [6.29, -0.98, -2.28], [6.83, -1.30, -1.04], [6.13, -0.99, 0.11], [4.88, -0.37, 0.02], [3.21, 2.06, -1.86], [2.74, 2.50, -3.09], [2.99, 3.80, -3.50], [3.71, 4.67, -2.70], [4.20, 4.23, -1.48], [3.96, 2.93, -1.07], [2.57, 1.59, 0.41], [4.63, -0.11, -3.34], [6.84, -1.21, -3.19], [7.80, -1.78, -0.98], [6.54, -1.22, 1.08], [4.33, -0.15, 0.92], [2.19, 1.83, -3.73], [2.61, 4.13, -4.46], [3.91, 5.68, -3.03], [4.78, 4.89, -0.85], [4.37, 2.59, -0.12]], "molar_mass_g_mol": 858.5, "s_squared": 0.75, "de_lowest_kcal_mol": 0.0, "orbital_gap_ha": [0.274, 0.274], "multiplicity": 2, "lumo_ev": [0.0, 0.0]}



{"formula": "C42H37F15GeIrN3OSTe", "method": "ωB97M-V/def2-TZVPD", "species": ["Ir", "N", "C", "C", "C", "C", "N", "H", "H", "H", "H", "H", "H", "H", "H", "H", "H", "H", "H", "C", "C", "O", "N", "Te", "C", "C", "C", "C", "C", "C", "C", "C", "C", "C", "C", "C", "C", "C", "C", "C", "C", "C", "H", "H", "H", "H", "H", "H", "H", "H", "H", "H", "H", "H", "H", "H", "H", "H", "H", "H", "H", "H", "H", "H", "H", "H", "H", "F", "C", "C", "C", "F", "C", "F", "C", "F", "C", "F", "Ge", "S", "C", "C", "F", "C", "F", "C", "F", "C", "F", "C", "F", "C", "C", "F", "C", "F", "C", "F", "C", "F", "C", "F"], "coordinates": [[0.87, -1.98, 0.16], [2.41, -2.74, -1.18], [1.95, -3.73, -2.21], [0.62, -4.38, -1.83], [-0.59, -3.74, -2.55], [-0.61, -2.22, -2.46], [-0.70, -1.65, -1.11], [3.04, -2.05, -1.59], [2.95, -3.22, -0.46], [2.73, -4.48, -2.34], [1.87, -3.19, -3.15], [0.48, -4.28, -0.75], [0.64, -5.45, -2.02], [-1.51, -4.19, -2.18], [-0.54, -3.97, -3.62], [-1.43, -1.81, -3.06], [0.31, -1.84, -2.87], [-1.55, -1.93, -0.61], [-0.78, -0.64, -1.22], [0.12, -4.36, 3.18], [0.42, -3.37, 2.10], [1.60, -3.43, 1.49], [-0.41, -2.46, 1.65], [-2.09, -1.48, 2.97], [-2.58, 0.18, 4.24], [-3.91, 0.60, 4.32], [-5.03, 0.01, 3.50], [-4.21, 1.62, 5.23], [-3.24, 2.20, 6.03], [-3.58, 3.29, 7.00], [-1.93, 1.74, 5.92], [-1.58, 0.73, 5.04], [-0.15, 0.26, 4.97], [-2.74, -0.63, 1.17], [-2.30, 0.64, 0.78], [-1.31, 1.45, 1.57], [-2.80, 1.16, -0.41], [-3.68, 0.46, -1.22], [-4.23, 1.06, -2.48], [-4.06, -0.82, -0.82], [-3.60, -1.39, 0.36], [-4.04, -2.78, 0.72], [0.94, -5.08, 3.26], [-0.81, -4.88, 2.96], [0.00, -3.86, 4.14], [-4.92, -1.07, 3.38], [-5.06, 0.45, 2.50], [-5.99, 0.20, 3.99], [-5.23, 1.95, 5.31], [-4.65, 3.52, 6.98], [-3.04, 4.21, 6.77], [-3.31, 3.00, 8.02], [-1.16, 2.18, 6.55], [0.45, 0.74, 5.74], [0.30, 0.48, 4.00], [-0.07, -0.82, 5.13], [-0.55, 0.83, 2.03], [-1.81, 2.01, 2.37], [-0.80, 2.16, 0.92], [-2.46, 2.15, -0.73], [-3.96, 2.11, -2.57], [-5.32, 0.99, -2.50], [-3.85, 0.54, -3.36], [-4.73, -1.39, -1.45], [-4.51, -3.26, -0.14], [-4.78, -2.78, 1.53], [-3.21, -3.41, 1.04], [4.58, 0.79, 0.51], [4.32, 2.09, 0.34], [3.41, 2.50, -0.63], [3.16, 3.85, -0.72], [2.25, 4.33, -1.58], [3.81, 4.78, 0.08], [3.55, 6.08, -0.04], [4.73, 4.34, 1.02], [5.35, 5.21, 1.79], [4.98, 2.98, 1.16], [5.85, 2.56, 2.07], [2.56, 1.10, -1.70], [1.37, 0.21, -0.06], [1.56, 1.92, -3.18], [2.26, 2.75, -4.04], [3.57, 2.96, -3.82], [1.69, 3.38, -5.12], [2.41, 4.17, -5.92], [0.34, 3.19, -5.37], [-0.24, 3.78, -6.40], [-0.40, 2.36, -4.55], [-1.69, 2.16, -4.79], [0.22, 1.74, -3.47], [-0.55, 0.92, -2.74], [3.92, 0.07, -2.70], [5.29, 0.25, -2.63], [5.84, 1.11, -1.79], [6.17, -0.45, -3.45], [7.48, -0.25, -3.36], [5.68, -1.35, -4.38], [6.51, -2.03, -5.15], [4.31, -1.53, -4.50], [3.82, -2.38, -5.40], [3.48, -0.81, -3.68], [2.15, -0.97, -3.87]], "molar_mass_g_mol": 1309.2, "s_squared": 0.76, "orbital_gap_ha": [0.247, 0.237], "total_charge": 1, "multiplicity": 2, "lumo_ev": [-3.4, -4.2]}